Entry from the OMol25 dataset: a structure of composition C10H16N4O4 at a distorted geometry (the ωB97M-V functional and the def2-TZVPD basis).

Each line ends with the Mulliken charge.
Element x y z (Å)
C  -1.1652  -1.2894  -0.5921  0.05
C  -0.2209  -1.1651  0.7338  -0.12
C  -0.3672  -0.7749  -1.8502  -0.67
C  1.0911  -1.2518  -1.7194  0.47
C  1.7116  -2.3818  -2.1891  -0.73
C  3.0134  -1.1363  -0.9345  -0.39
C  -0.1375  1.1773  0.7017  1.55
C  1.1490  1.8397  0.6083  -0.17
C  -1.1245  2.0798  1.5506  0.04
C  -2.5495  1.9198  1.0412  -1.10
H  -3.0438  -1.4061  -1.1156  0.33
H  -2.5616  -0.0203  -0.4515  0.15
H  -1.1345  -2.4873  -0.8709  0.46
H  -0.5054  0.3838  -1.8915  0.34
H  -0.7410  -1.3097  -2.6999  0.45
H  1.2768  -3.2786  -2.6547  0.36
H  3.9784  -0.6233  -0.6571  0.34
H  3.7158  -2.8617  -1.4443  0.10
H  0.6046  -0.3024  2.0882  0.29
H  -0.6064  1.1443  -0.3141  -0.53
H  -0.5285  3.0571  1.6288  0.37
H  -0.9702  0.9947  3.3219  0.30
H  -2.7230  0.6027  0.6399  0.22
H  -2.7449  2.5277  0.1047  0.29
H  -3.2782  2.1369  2.0423  0.33
H  2.8369  2.1116  1.0974  0.42
N  -2.4999  -0.9453  -0.3433  -0.61
N  1.9157  -0.2982  -1.0821  -0.17
N  2.9187  -2.3658  -1.5237  0.03
N  -0.0343  -0.0739  1.3934  -0.03
O  0.1817  -2.2646  1.0594  -0.70
O  1.0715  2.9942  -0.0061  -0.64
O  -0.7798  1.8848  2.9013  -0.60
O  2.2509  1.3821  1.4269  -0.43

## Properties
frontier orbital gap: 9.31 eV
energy above the lowest of the compared OMol25 structures with the same formula, charge and spin: 163.6 kcal per mole
LUMO energy: 0.688 eV